[1]
Molecular formula: H20O10
Method: DFT, ωB97M-V/def2-TZVPD

The geometry in XYZ format:
```
30
H20O10 ωB97M-V/def2-TZVPD
H 2.63958 5.50076 -10.11158
O 3.42892 -3.68539 -10.07617
H 3.62065 4.42572 -9.69485
H 2.47760 4.02985 -13.01510
O 1.65555 0.36971 -12.04991
H -1.36571 -0.78344 -7.82837
H 1.87710 0.23000 -11.12924
H 2.96419 2.70734 -17.54904
H 4.43971 -4.20076 -13.88421
H 3.61033 -4.07689 -9.22174
H 3.28196 -3.42586 -13.29172
H -0.01495 -0.28332 -8.29445
O 3.76778 -3.55617 -14.10611
H 3.31007 -2.75347 -9.89279
O -0.93103 -0.01965 -8.20772
H 1.88651 1.28360 -12.21633
H -0.47276 -1.15021 -13.86737
H 3.37418 -0.91838 -7.75057
H 3.21588 4.62208 -14.19666
O -1.25524 -1.33489 -14.38686
O 3.20561 4.81442 -10.46483
O 2.07355 2.41573 -17.35421
H 4.41650 0.37896 -14.73560
O 5.28584 0.69630 -14.98011
H 3.25254 0.55056 -8.09600
H 1.90987 2.72349 -16.46273
H -0.93120 -1.43329 -15.28215
O 3.13216 -0.32562 -8.46211
H 5.50481 1.33967 -14.30605
O 2.56959 3.95511 -13.96493
```

Results
energy = -764.355028 Ha
gap between HOMO and LUMO = 10.5 eV
structure (SMILES) = O.O.O.O.O.O.O.O.O.O
LUMO energy = -0.0169 Ha
F_max = 0.383 eV/A
energy relative to the best compared isomer or geometry (same formula, charge and spin) = 333.15 kJ/mol



[2]
Molecular formula: H20O10
Method: DFT, ωB97M-V/def2-TZVPD

The geometry in XYZ format:
```
30
H20O10 ωB97M-V/def2-TZVPD
H 1.66344 2.25882 1.50221
H 3.12663 -1.43677 -0.28221
O -0.59829 -2.86143 -1.18259
H 0.65232 2.38848 -0.89917
O -0.21241 2.68084 -0.59709
O -3.32879 -1.58127 -1.78130
O -0.32645 -0.16954 0.55277
O 2.23382 -1.76355 -0.13218
H -0.07804 0.73097 0.79175
O -3.18748 -2.15310 1.06591
O 2.64363 -0.50055 2.56395
H -1.37078 1.46713 -1.56189
H 2.41016 0.24716 2.00262
H -1.33361 -2.28512 -1.42405
H 3.50760 -0.29335 2.93633
H 3.73655 0.59120 0.68856
H 2.86246 1.24414 -0.37143
H -2.87220 1.54110 -1.83444
H 1.88119 -1.97675 -1.00514
O -2.08514 1.03432 -2.06468
H -0.79562 -0.08186 -0.28303
H -3.23519 -2.03843 0.09982
O 1.06047 2.76393 2.07959
H -0.06342 2.98760 0.31479
H -2.80346 -0.76225 -1.88116
O 2.92431 1.09900 0.57935
H -0.70593 -3.62405 -1.76090
H -4.14718 -1.40911 -2.25836
H -3.22428 -1.26447 1.43072
H 1.66569 3.16691 2.71124
```

Results
energy = -764.360228 Ha
gap between HOMO and LUMO = 9.7 eV
structure (SMILES) = O.O.O.O.O.O.O.O.O.O
LUMO energy = -0.0127 Ha
F_max = 1.289 eV/A
energy relative to the best compared isomer or geometry (same formula, charge and spin) = 319.50 kJ/mol



Which formula does entry 2 have?
H20O10